(1)
Formula: C7H13N6O2
Source: OMol25
Level of theory: ωB97M-V/def2-TZVPD

Last column: natural (NBO) charge in e.
CARTESIAN COORDINATES (ANGSTROEM)
N 2.13 -2.37 -0.17  -0.76
C 1.59 -1.27 0.26  0.31
C 2.13 -0.02 0.04  -0.30
C 1.40 1.14 0.47  0.55
N 1.95 2.33 0.59  -0.70
N 0.03 1.19 0.70  -0.61
C -0.75 0.13 0.18  0.06
N -0.61 -1.14 0.94  -0.06
N -1.17 -2.21 0.32  -0.55
C -2.25 0.51 0.26  -0.26
C -2.88 1.34 -0.87  -0.41
C -3.26 -0.08 -0.65  -0.43
N 3.47 0.10 -0.40  0.55
O 3.96 1.18 -0.52  -0.38
O 4.12 -0.91 -0.59  -0.40
H 3.18 -2.29 -0.49  0.46
H 1.74 -3.19 0.37  0.41
H 2.90 2.41 0.43  0.44
H 1.30 3.13 0.80  0.42
H -0.09 1.67 1.64  0.43
H -0.52 -0.07 -0.90  0.21
H -1.31 -3.11 0.81  0.44
H -1.36 -1.91 -0.66  0.39
H -2.54 0.65 1.35  0.24
H -2.39 1.63 -1.78  0.23
H -3.47 2.26 -0.47  0.24
H -4.22 -0.33 -0.18  0.25
H -3.08 -0.79 -1.48  0.22

Computed properties:
2S+1   1
LUMO level (alpha / beta)   -0.15560 / -0.15561 Ha
Charge   +1
ΔE to the lowest compared entry with this formula, charge and spin   643.1 kJ/mol
Kohn-Sham gap (alpha / beta)   8.14 / 8.13 eV

=====

(2)
Formula: C39H50BGeN6S3Sc
Source: OMol25
Level of theory: ωB97M-V/def2-TZVPD

Last column: Löwdin charge in e.
CARTESIAN COORDINATES (ANGSTROEM)
Sc -0.44 -0.74 0.39  0.44
C 4.01 1.78 1.06  -0.03
C 2.95 2.36 0.17  -0.21
C 2.94 3.68 -0.19  0.12
C 1.93 4.21 -1.03  -0.16
N 1.01 3.42 -1.51  0.21
N 1.02 2.11 -1.18  0.04
B -0.08 1.52 -2.05  -0.64
N -1.42 2.21 -1.95  0.04
N -1.78 2.81 -3.10  0.22
C -2.89 3.52 -3.12  -0.14
C -3.66 3.65 -1.95  0.13
C -3.32 3.01 -0.78  -0.21
C -4.15 3.11 0.46  -0.03
C -2.14 2.24 -0.83  -0.49
S -1.59 1.38 0.61  0.73
C -3.26 4.16 -4.45  -0.53
C -2.10 5.03 -4.93  -0.02
C -3.52 3.01 -5.45  -0.02
C -4.52 5.01 -4.32  -0.04
N -0.14 0.03 -2.48  0.12
N 0.32 0.91 -3.38  0.25
C 0.66 0.59 -4.61  -0.07
C 0.45 -0.78 -4.94  0.13
C -0.06 -1.70 -4.05  -0.18
C -0.31 -3.12 -4.42  -0.02
C -0.36 -1.25 -2.71  -0.57
S -0.96 -2.29 -1.48  0.77
C 1.26 1.60 -5.55  -0.52
C 0.29 1.77 -6.74  0.01
C 2.60 1.03 -6.05  0.00
C 1.48 2.93 -4.84  -0.03
C 1.91 1.54 -0.36  -0.52
S 1.89 -0.17 0.03  0.74
C 1.90 5.67 -1.42  -0.54
C 1.87 6.52 -0.14  -0.02
C 3.19 5.97 -2.22  -0.01
C 0.68 5.99 -2.28  -0.04
H 4.69 2.56 1.38  0.10
H 3.56 1.31 1.93  0.07
H 4.58 1.02 0.53  0.10
H 3.71 4.34 0.19  0.14
H -4.55 4.26 -1.97  0.14
H -5.01 3.76 0.29  0.10
H -4.51 2.12 0.76  0.10
H -3.57 3.51 1.28  0.10
H -1.20 4.44 -5.09  0.06
H -2.37 5.49 -5.88  0.11
H -1.88 5.83 -4.23  0.09
H -2.64 2.38 -5.55  0.06
H -4.37 2.40 -5.14  0.10
H -3.75 3.44 -6.43  0.11
H -4.39 5.85 -3.64  0.10
H -4.76 5.43 -5.30  0.11
H -5.40 4.43 -4.01  0.10
H 0.70 -1.10 -5.94  0.15
H -0.04 -3.30 -5.46  0.11
H 0.27 -3.79 -3.79  0.11
H -1.36 -3.37 -4.28  0.11
H 0.10 0.84 -7.26  0.10
H -0.67 2.19 -6.41  0.07
H 0.74 2.46 -7.45  0.11
H 2.48 0.11 -6.62  0.09
H 3.05 1.77 -6.72  0.11
H 3.29 0.85 -5.23  0.10
H 0.57 3.33 -4.41  0.05
H 2.24 2.83 -4.06  0.09
H 1.86 3.65 -5.56  0.11
H 2.75 6.37 0.48  0.09
H 1.85 7.58 -0.42  0.11
H 0.98 6.32 0.45  0.10
H 4.09 5.79 -1.63  0.09
H 3.24 5.37 -3.13  0.09
H 3.20 7.02 -2.51  0.11
H -0.25 5.78 -1.75  0.09
H 0.70 7.05 -2.54  0.11
H 0.68 5.42 -3.21  0.07
Ge 0.64 -0.21 4.00  1.30
C -0.58 -1.33 3.00  -0.43
C -0.20 -2.47 2.24  -0.22
C -1.15 -3.39 1.83  -0.05
C -2.49 -3.22 2.20  0.02
C -2.88 -2.12 2.94  0.01
C -1.94 -1.17 3.34  -0.09
C 2.41 -0.55 4.39  -0.39
C 3.11 0.40 5.17  -0.09
C 4.41 0.14 5.56  -0.02
C 5.02 -1.05 5.19  0.02
C 4.34 -2.01 4.42  -0.02
C 3.04 -1.76 4.03  -0.09
H -0.10 1.02 4.50  0.02
H 0.85 -2.60 1.96  0.11
H -0.86 -4.25 1.24  0.14
H -3.22 -3.96 1.91  0.15
H -3.91 -1.99 3.23  0.14
H -2.27 -0.31 3.91  0.12
H 2.63 1.32 5.48  0.11
H 4.95 0.86 6.17  0.13
H 6.03 -1.26 5.51  0.14
H 4.83 -2.94 4.17  0.13
H 2.52 -2.53 3.47  0.10

Computed properties:
2S+1   1
LUMO level   -0.44751 Ha
Charge   +4
ΔE to the lowest compared entry with this formula, charge and spin   59.7 kJ/mol
Kohn-Sham gap   7.04 eV

=====

(3)
Formula: C3H9OP
Source: OMol25
Level of theory: ωB97M-V/def2-TZVPD

Last column: natural (NBO) charge in e.
CARTESIAN COORDINATES (ANGSTROEM)
C -0.59 0.87 0.93  -0.65
C 0.02 -0.14 -0.03  0.17
C -0.48 0.01 -1.45  -0.66
O -0.23 -1.42 0.49  -0.73
P 2.10 0.06 -0.04  0.15
H -0.24 0.65 1.94  0.23
H -1.68 0.77 0.91  0.21
H -0.31 1.88 0.65  0.22
H 0.15 -0.54 -2.15  0.21
H -0.49 1.06 -1.74  0.22
H -1.50 -0.38 -1.52  0.22
H -0.05 -2.08 -0.19  0.47
H 2.31 -1.29 0.20  -0.02
H 2.17 0.35 1.32  -0.02

Computed properties:
2S+1   1
LUMO level   0.03216 Ha
ΔE to the lowest compared entry with this formula, charge and spin   127.6 kJ/mol
Kohn-Sham gap   9.58 eV

=====

(4)
Formula: CHBrClNO
Source: OMol25
Level of theory: ωB97M-V/def2-TZVPD

Last column: natural (NBO) charge in e.
CARTESIAN COORDINATES (ANGSTROEM)
C -0.35 -0.11 -0.46  -0.04
N 0.27 0.13 0.65  -0.32
O 1.29 0.92 0.75  -0.24
Cl -1.69 -1.20 -0.52  0.06
Br 0.42 0.45 -2.04  0.15
H 0.06 -0.20 1.62  0.39

Computed properties:
⟨S²⟩   2.008
2S+1   3
LUMO level (alpha / beta)   0.02371 / -0.07225 Ha
ΔE to the lowest compared entry with this formula, charge and spin   38.8 kJ/mol
Kohn-Sham gap (alpha / beta)   7.16 / 8.78 eV

=====

(5)
Formula: C18H15N2O4PSe2Ta
Source: OMol25
Level of theory: ωB97M-V/def2-TZVPD

Last column: natural (NBO) charge in e.
CARTESIAN COORDINATES (ANGSTROEM)
Ta -0.16 0.41 0.16  1.74
C 3.18 -0.20 -1.86  -0.69
C 3.07 -0.09 -0.39  0.53
N 1.93 0.06 0.33  -0.68
C 2.32 0.10 1.68  -0.05
C 3.67 0.00 1.76  0.14
N 4.09 -0.11 0.45  -0.44
C 4.76 -0.03 2.82  0.76
O 4.43 0.02 4.08  -0.59
O 5.87 -0.14 2.39  -0.48
C 1.27 0.18 2.70  0.78
O 1.30 0.21 3.86  -0.38
O -0.01 0.19 1.97  -0.71
H 2.21 -0.14 -2.35  0.24
H 3.65 -1.15 -2.13  0.30
H 3.81 0.61 -2.25  0.30
H 5.08 -0.21 0.23  0.50
H 3.48 0.06 4.27  0.51
Se -2.57 0.08 -0.14  0.02
P -2.46 2.36 -0.11  1.14
Se -0.19 2.81 -0.06  0.04
C -3.10 2.98 -1.63  -0.42
C -4.48 2.82 -1.78  -0.19
C -5.09 3.30 -2.92  -0.17
C -4.33 3.92 -3.91  -0.10
C -2.96 4.07 -3.76  -0.18
C -2.33 3.60 -2.62  -0.19
C -3.20 2.96 1.37  -0.44
C -3.64 2.14 2.40  -0.18
C -4.26 2.71 3.50  -0.18
C -4.42 4.09 3.57  -0.09
C -3.97 4.91 2.54  -0.18
C -3.36 4.36 1.43  -0.18
H -5.09 2.36 -1.00  0.24
H -6.16 3.19 -3.05  0.27
H -4.81 4.29 -4.80  0.26
H -2.38 4.57 -4.52  0.26
H -1.26 3.73 -2.51  0.22
H -3.52 1.06 2.36  0.23
H -4.63 2.08 4.30  0.26
H -4.91 4.53 4.43  0.26
H -4.10 5.99 2.60  0.26
H -3.03 5.00 0.62  0.24

Computed properties:
2S+1   1
LUMO level   -0.45118 Ha
Charge   +3
Kohn-Sham gap   5.86 eV

=====

(6)
Formula: C47H38Cl2N4OPSTc
Source: OMol25
Level of theory: ωB97M-V/def2-TZVPD

Last column: Mulliken spin population.
CARTESIAN COORDINATES (ANGSTROEM)
Tc -0.16 0.16 -0.27  2.81
N 5.60 1.80 8.09  0.00
C 4.95 1.62 7.17  0.00
C 4.15 1.40 6.02  0.00
C 4.75 1.02 4.82  0.00
C 3.96 0.82 3.70  0.00
C 2.58 1.01 3.76  0.01
C 1.99 1.39 4.97  0.00
C 2.76 1.58 6.10  0.00
C 1.76 0.79 2.55  0.02
C 1.86 -0.48 1.94  -0.03
C 2.52 -1.60 2.47  0.11
C 2.26 -2.68 1.62  0.03
C 1.45 -2.18 0.61  0.02
N 1.20 -0.87 0.78  -0.06
C 0.92 1.82 2.11  -0.02
C 0.74 3.09 2.71  0.05
C -0.24 3.74 1.98  0.00
C -0.60 2.87 0.95  0.03
N 0.08 1.72 1.01  -0.06
H 5.82 0.90 4.77  0.00
H 4.42 0.55 2.76  0.00
H 0.92 1.50 5.03  0.00
H 2.31 1.86 7.03  0.00
H 3.11 -1.63 3.37  0.00
H 2.60 -3.69 1.73  0.00
H 1.02 -2.74 -0.20  0.00
H 1.26 3.47 3.56  0.00
H -0.65 4.72 2.16  0.00
H -1.35 3.04 0.20  -0.01
Cl 0.13 -1.37 -2.28  0.03
C 1.48 -0.86 -3.25  0.00
C 2.06 -1.70 -4.18  0.00
C 3.10 -1.22 -4.96  0.00
C 3.56 0.08 -4.81  0.00
C 2.97 0.92 -3.87  0.00
C 1.92 0.45 -3.09  0.03
P 1.08 1.50 -1.87  -0.07
C -0.25 2.33 -2.79  -0.02
C -0.73 3.55 -2.32  0.00
C -1.80 4.15 -2.95  0.00
C -2.39 3.54 -4.05  -0.01
C -1.91 2.33 -4.52  0.00
C -0.85 1.71 -3.88  0.01
C 2.32 2.73 -1.41  0.00
C 3.25 2.38 -0.42  0.00
C 4.27 3.25 -0.11  0.00
C 4.39 4.46 -0.78  0.00
C 3.47 4.80 -1.76  0.00
C 2.45 3.94 -2.09  -0.01
H 1.72 -2.72 -4.31  0.00
H 3.57 -1.86 -5.69  0.00
H 4.36 0.45 -5.43  0.00
H 3.33 1.93 -3.75  0.00
H -0.24 4.04 -1.48  0.00
H -2.18 5.09 -2.58  0.00
H -3.22 4.02 -4.54  0.00
H -2.36 1.87 -5.39  0.00
H -0.48 0.76 -4.25  0.00
H 3.15 1.43 0.08  0.00
H 4.99 2.98 0.65  0.00
H 5.19 5.14 -0.53  0.00
H 3.56 5.74 -2.28  0.00
H 1.75 4.20 -2.88  0.00
Cl -2.43 -2.05 4.64  0.00
C -2.59 -1.04 3.27  0.00
C -3.71 -0.23 3.11  0.00
C -3.78 0.58 1.99  -0.01
C -2.74 0.53 1.07  0.01
N -1.67 -0.24 1.23  0.02
C -1.59 -1.02 2.31  0.04
H -4.50 -0.24 3.84  0.00
H -4.62 1.23 1.82  0.00
H -2.78 1.12 0.16  0.00
H -0.71 -1.63 2.42  0.00
C -4.37 -7.84 -1.45  0.00
C -4.07 -6.42 -1.18  0.00
C -3.75 -5.54 -2.22  0.00
C -3.50 -4.20 -1.97  0.00
C -3.59 -3.72 -0.67  0.01
C -3.87 -4.58 0.39  0.00
C -4.10 -5.92 0.13  0.00
S -3.49 -1.96 -0.28  0.01
C -5.01 -1.48 -1.16  0.01
O -2.36 -1.37 -1.08  0.06
H -4.42 -8.05 -2.52  0.00
H -5.31 -8.12 -0.98  0.00
H -3.61 -8.50 -1.01  0.00
H -3.70 -5.91 -3.23  0.00
H -3.24 -3.53 -2.78  0.00
H -3.91 -4.20 1.39  0.00
H -4.31 -6.59 0.95  0.00
H -5.00 -1.86 -2.17  0.00
H -5.06 -0.39 -1.16  0.00
H -5.85 -1.89 -0.61  0.00

Computed properties:
⟨S²⟩   3.787
2S+1   4
LUMO level (alpha / beta)   -0.37323 / -0.39744 Ha
Charge   +3
ΔE to the lowest compared entry with this formula, charge and spin   45.9 kJ/mol
Kohn-Sham gap (alpha / beta)   5.28 / 4.62 eV

=====

(7)
Formula: C5H9N2O3
Source: OMol25
Level of theory: ωB97M-V/def2-TZVPD

Last column: natural (NBO) charge in e.
CARTESIAN COORDINATES (ANGSTROEM)
C 1.83 0.97 0.62  0.74
C 0.95 -0.35 0.20  0.27
C -1.37 1.05 0.91  -0.64
C -0.73 0.88 -1.61  -0.68
C -1.03 0.13 -0.34  -0.16
N 1.32 -1.62 0.59  -0.07
N 0.40 -2.70 0.73  -0.67
O 2.51 0.76 1.60  -0.71
O 1.77 1.90 -0.19  -0.76
O 1.43 -1.26 -0.75  -0.44
H -1.34 0.50 1.79  0.20
H -2.43 1.46 0.83  0.18
H -0.53 1.68 0.99  0.23
H -0.15 0.45 -2.31  0.21
H -0.06 1.77 -1.18  0.28
H -1.74 1.25 -2.04  0.17
H -1.45 -0.83 -0.32  0.16
H 1.05 -3.40 0.32  0.35
H -0.43 -2.64 0.14  0.32

Computed properties:
2S+1   1
LUMO level   0.14254 Ha
Charge   -1
ΔE to the lowest compared entry with this formula, charge and spin   588.8 kJ/mol
Kohn-Sham gap   7.76 eV

=====

(8)
Formula: C4H6N2O
Source: OMol25
Level of theory: ωB97M-V/def2-TZVPD

Last column: natural (NBO) charge in e.
CARTESIAN COORDINATES (ANGSTROEM)
N -2.12 -0.66 -0.18  -0.79
C -0.84 -0.31 0.06  0.48
N 0.07 -1.23 0.11  -0.55
C 1.27 -0.54 -0.02  0.48
O 2.32 -1.34 -0.25  -0.65
C 1.16 0.81 0.02  -0.44
C -0.32 1.09 0.21  -0.50
H -2.90 -0.06 0.03  0.39
H -2.26 -1.66 -0.12  0.40
H 3.08 -0.79 -0.46  0.48
H 1.94 1.53 -0.21  0.22
H -0.73 1.85 -0.46  0.23
H -0.66 1.30 1.24  0.23

Computed properties:
2S+1   1
LUMO level   0.03377 Ha
ΔE to the lowest compared entry with this formula, charge and spin   107.6 kJ/mol
Kohn-Sham gap   8.65 eV

=====

(9)
Formula: C4H23N2O7
Source: OMol25
Level of theory: ωB97M-V/def2-TZVPD

Last column: natural (NBO) charge in e.
CARTESIAN COORDINATES (ANGSTROEM)
C 1.52 1.30 0.68  -0.25
N 0.20 1.40 0.01  -0.72
C -0.75 0.46 0.39  0.04
O -0.98 0.50 1.87  -0.89
C 2.27 0.05 0.19  -0.26
N 2.38 0.01 -1.29  -0.65
C 1.73 -1.20 -1.76  -0.42
H 1.98 2.31 0.48  0.19
H 1.47 1.14 1.80  0.22
H -0.21 2.38 0.17  0.39
H -1.85 0.55 0.03  0.17
H -0.42 -0.66 0.40  0.22
H 3.28 0.12 0.72  0.19
H 1.64 -0.88 0.47  0.22
H 1.73 0.89 -1.49  0.36
H 1.46 -0.96 -2.78  0.20
H 2.40 -1.98 -1.60  0.18
H 0.77 -1.47 -1.30  0.19
H -1.48 3.16 3.13  0.45
H -1.50 2.10 2.09  0.50
O -1.58 3.10 2.18  -1.01
H 0.65 -1.26 3.51  0.44
H -0.14 -0.12 2.30  0.52
O 0.88 -1.20 2.66  -1.12
H -1.98 -4.03 -1.04  0.44
H -0.94 -3.27 -0.01  0.52
O -1.35 -3.47 -0.95  -1.03
H -3.41 0.02 -2.20  0.47
H -2.59 1.20 -2.62  0.45
O -2.92 0.44 -3.00  -0.92
H -0.73 1.62 -2.30  0.46
H 0.41 2.40 -1.80  0.47
O -0.03 2.31 -2.61  -0.94
H 0.35 -2.30 2.01  0.51
H 0.73 -3.45 1.01  0.45
O -0.06 -3.06 1.22  -1.05

Computed properties:
2S+1   1
LUMO level   0.11613 Ha
Charge   -1
ΔE to the lowest compared entry with this formula, charge and spin   326.9 kJ/mol
Kohn-Sham gap   8.87 eV

=====

(10)
Formula: C3H3NO3
Source: OMol25
Level of theory: ωB97M-V/def2-TZVPD

Last column: natural (NBO) charge in e.
CARTESIAN COORDINATES (ANGSTROEM)
N 1.11 -1.51 0.20  -0.33
C 0.21 -0.47 0.02  0.29
O 0.03 0.11 -1.20  -0.48
C -0.78 1.21 -1.24  0.65
O -1.39 1.64 -0.31  -0.55
C -0.16 -0.30 1.32  0.09
O 0.80 -0.99 1.91  -0.36
H 2.01 -1.32 -0.28  0.34
H -0.77 1.61 -2.26  0.14
H -1.06 0.03 1.83  0.22

Computed properties:
2S+1   1
LUMO level (alpha / beta)   -0.02313 / -0.02336 Ha
ΔE to the lowest compared entry with this formula, charge and spin   515.2 kJ/mol
Kohn-Sham gap (alpha / beta)   7.89 / 7.89 eV

=====

(11)
Formula: C6H12O
Source: OMol25
Level of theory: ωB97M-V/def2-TZVPD

Last column: natural (NBO) charge in e.
CARTESIAN COORDINATES (ANGSTROEM)
C -0.12 1.85 -0.09  -0.39
C -0.47 0.73 -0.74  -0.19
C -1.42 -0.29 -0.18  -0.45
C -2.85 -0.02 -0.61  -0.59
H -0.51 2.09 0.90  0.20
H 0.58 2.55 -0.53  0.20
H -0.05 0.54 -1.72  0.19
H -1.11 -1.28 -0.54  0.20
H -1.36 -0.32 0.91  0.21
H -2.92 0.14 -1.69  0.20
H -3.49 -0.86 -0.35  0.21
H -3.24 0.87 -0.11  0.21
C 2.77 -0.99 0.15  -0.72
C 1.95 -0.68 1.36  0.44
O 2.19 0.25 2.12  -0.53
H 3.35 -1.90 0.33  0.24
H 2.11 -1.13 -0.71  0.23
H 3.45 -0.16 -0.07  0.23
H 1.12 -1.38 1.56  0.11

Computed properties:
2S+1   1
LUMO level   0.03656 Ha
ΔE to the lowest compared entry with this formula, charge and spin   139.2 kJ/mol
Kohn-Sham gap   10.66 eV

=====

(12)
Formula: C13H24N2O4
Source: OMol25
Level of theory: ωB97M-V/def2-TZVPD

Last column: natural (NBO) charge in e.
CARTESIAN COORDINATES (ANGSTROEM)
N -0.86 2.66 -2.96  -0.85
C -1.34 1.66 -2.12  0.68
O -2.35 1.80 -1.49  -0.57
C -0.49 0.40 -2.05  -0.52
C 1.00 0.63 -1.74  -0.39
C 1.34 1.00 -0.29  -0.04
C 2.85 1.18 -0.08  -0.41
C 3.47 2.44 -0.62  0.07
C 2.81 3.31 -1.61  -0.15
O 3.02 3.68 -0.17  -0.51
C 0.96 -0.30 0.56  -0.22
N -0.08 0.04 1.54  -0.66
C -0.51 1.38 1.30  0.70
O -1.48 1.87 1.81  -0.53
C 0.46 2.07 0.38  -0.56
H -0.24 2.34 -3.69  0.37
H -1.61 3.23 -3.33  0.40
H -0.98 -0.28 -1.35  0.24
H -0.54 -0.07 -3.04  0.23
H 1.39 1.36 -2.45  0.21
H 1.53 -0.30 -1.96  0.21
H 3.38 0.33 -0.53  0.22
H 3.04 1.21 1.00  0.22
H 4.55 2.38 -0.74  0.18
H 3.46 3.94 -2.21  0.20
H 1.74 3.38 -1.74  0.21
H 0.62 -1.11 -0.08  0.20
H 1.84 -0.67 1.09  0.19
H 0.32 0.03 2.47  0.39
H 1.07 2.70 1.04  0.27
H -0.03 2.78 -0.28  0.25
C -3.53 -4.37 1.91  -0.63
C -2.06 -4.09 1.62  0.10
C -1.43 -3.22 2.70  -0.63
O -1.91 -3.47 0.35  -0.72
H -4.09 -3.43 1.95  0.20
H -3.96 -4.99 1.13  0.22
H -3.65 -4.87 2.87  0.21
H -1.52 -5.03 1.55  0.17
H -1.93 -2.25 2.74  0.21
H -0.38 -3.04 2.47  0.21
H -1.49 -3.69 3.69  0.21
H -2.36 -2.62 0.38  0.46

Computed properties:
2S+1   1
LUMO level   0.01735 Ha
ΔE to the lowest compared entry with this formula, charge and spin   223.8 kJ/mol
Kohn-Sham gap   10.13 eV

=====

Summary of electronic energy in hartree
-753.04867 -5900.46070 -536.25587 -3202.71595 -6305.68677 -3847.83738 -531.00482 -340.75394 -802.33027 -396.42821 -311.00626 -920.19176
(order as listed above)
Summary of F_max in hartree/bohr
0.07914 0.01292 0.04352 0.19313 0.02701 0.04569 0.11101 0.01488 0.18453 0.01381 0.03575 0.04523
(order as listed above)